17
Properties=species:S:1:pos:R:3:forces:R:3:lowdin_charge:R:1 method="wB97M-V/def2-TZVPD" charge=+1 homo_ev=-15.55 gap_ev=12.2690 e_lumo_ha=-0.120 energy_ev=-10897.9847
C 0.643 -1.232 0.990 0.27 -0.87 -0.74 -0.03
C -0.191 1.091 1.322 -0.18 -1.13 -1.58 0.01
C -0.203 0.180 -1.252 0.40 -0.11 1.60 -0.64
N -0.306 -0.185 0.561 -2.44 -1.52 -1.10 -0.09
O -1.479 0.337 -1.621 -0.08 0.62 -0.12 0.16
O 0.467 -0.851 -1.764 -0.51 -0.75 -0.27 0.13
O 0.562 1.260 -1.192 2.66 -0.49 -1.67 0.11
H 1.462 -0.697 1.511 0.23 -1.04 -1.11 0.11
H 0.247 -1.940 1.688 -0.84 0.27 1.14 0.09
H 0.742 -2.014 0.151 1.08 1.82 0.87 0.13
H -0.949 1.158 2.014 -1.43 0.02 1.84 0.09
H 0.769 1.110 1.727 1.41 0.11 1.03 0.08
H -0.254 1.929 0.682 -0.27 0.72 -0.81 0.09
H -1.265 -0.662 0.645 1.44 1.52 -0.08 0.20
H -1.646 1.206 -2.065 0.36 -0.81 0.55 0.18
H -0.111 -1.614 -1.952 0.15 0.39 -0.15 0.17
H 1.511 0.924 -1.445 -2.25 1.23 0.61 0.22